--- one ---
{
  "formula": "C3H2N2O2",
  "method": "ωB97M-V/def2-TZVPD",
  "homo_energy_ev": [-8.87, -8.87],
  "multiplicity": 1,
  "elements": ["C", "N", "H", "O", "C", "C", "H", "N", "O"],
  "xyz": [[1.711, 0.072, 0.008], [1.504, -1.155, 0.383], [2.717, 0.473, 0.003], [0.090, -1.282, 0.244], [-0.324, -0.077, -0.148], [-1.869, 0.369, 0.322], [-2.865, 0.839, 0.428], [0.624, 0.803, -0.375], [-1.588, -0.044, -0.866]]
}

--- two ---
{
  "formula": "C3H2N2O2",
  "method": "ωB97M-V/def2-TZVPD",
  "homo_energy_ev": -10.94,
  "multiplicity": 1,
  "elements": ["O", "H", "O", "C", "C", "N", "C", "H", "N"],
  "xyz": [[1.416, 1.667, 1.617], [0.112, 0.275, 2.329], [-0.402, 1.135, -0.887], [0.525, 0.873, 1.491], [-0.420, -1.162, -1.232], [-0.134, -0.859, 0.071], [-0.071, 0.440, 0.150], [-0.215, -2.200, -1.579], [-0.810, -0.168, -1.959]]
}

--- three ---
{
  "formula": "C3H2N2O2",
  "method": "ωB97M-V/def2-TZVPD",
  "homo_energy_ev": -10.73,
  "multiplicity": 1,
  "elements": ["N", "H", "C", "C", "O", "O", "C", "H", "N"],
  "xyz": [[-1.579, 0.948, 0.431], [1.704, -0.137, -1.379], [0.769, -0.635, -0.773], [-0.642, 0.533, -0.228], [-1.223, 0.959, 1.684], [-0.327, -0.196, -1.400], [0.331, -0.066, 0.619], [0.916, -1.664, -0.808], [0.051, 0.258, 1.853]]
}

The relative energies come out as one 0.1017; two 0.0000; three 0.1298, with values in hartree.

--- one ---
{
  "formula": "C2H2OS",
  "method": "ωB97M-V/def2-TZVPD",
  "homo_energy_ev": [-7.55, -8.43],
  "multiplicity": 1,
  "elements": ["C", "H", "O", "H", "C", "S"],
  "xyz": [[-1.336, -0.392, -0.139], [1.213, 0.537, 1.108], [-0.144, 0.021, -0.400], [1.995, -0.305, -0.561], [1.120, 0.100, 0.076], [-2.849, 0.040, -0.083]]
}

--- two ---
{
  "formula": "C2H2OS",
  "method": "ωB97M-V/def2-TZVPD",
  "homo_energy_ev": -9.31,
  "multiplicity": 1,
  "elements": ["O", "S", "H", "H", "C", "C"],
  "xyz": [[-0.785, -0.425, -0.553], [2.042, -0.211, -0.331], [2.536, -0.455, 0.840], [-0.448, 0.241, -1.097], [-0.099, -0.913, 1.459], [0.367, -0.545, 0.285]]
}

--- three ---
{
  "formula": "C2H2OS",
  "method": "ωB97M-V/def2-TZVPD",
  "homo_energy_ev": [-9.35, -9.26],
  "multiplicity": 1,
  "elements": ["S", "C", "H", "O", "H", "C"],
  "xyz": [[-1.094, 1.643, 0.485], [-0.509, 0.175, 0.088], [1.110, -1.687, -1.594], [0.019, 2.474, 0.957], [0.314, -1.733, 0.343], [0.161, -0.873, -0.279]]
}

The relative energies come out as one 0.0000; two 0.0124; three 0.0448, with values in hartree.

--- one ---
{
  "formula": "C4H32NO11",
  "method": "ωB97M-V/def2-TZVPD",
  "charge": 1,
  "homo_energy_ev": -13.45,
  "multiplicity": 1,
  "elements": ["H", "C", "H", "H", "C", "H", "H", "O", "O", "H", "O", "H", "H", "H", "H", "H", "H", "O", "O", "H", "H", "H", "H", "H", "H", "H", "H", "H", "O", "H", "O", "H", "H", "H", "O", "O", "N", "H", "H", "H", "H", "H", "O", "H", "C", "O", "H", "C"],
  "xyz": [[1.981, -0.728, -1.458], [0.573, 1.490, 3.336], [0.174, -2.144, -3.581], [0.137, 1.094, 4.272], [-0.221, 0.887, 2.156], [-1.431, -0.872, 0.344], [-1.298, 0.828, -2.889], [-1.006, 2.181, -0.767], [3.364, 1.432, 1.811], [-2.374, -0.171, -1.280], [0.602, -1.293, -3.761], [1.479, 1.439, 0.852], [-1.544, -0.325, 3.308], [2.062, -3.971, 1.436], [-1.964, 2.325, -0.686], [0.253, 2.536, 3.268], [-2.299, 0.074, -3.663], [1.325, -3.377, 1.288], [-3.653, 1.031, -0.549], [1.613, -2.610, 0.782], [3.952, 0.885, 1.265], [-4.576, 0.998, -0.265], [-1.590, -2.248, 1.518], [1.595, 1.165, 3.207], [-3.631, -0.935, 2.261], [2.900, 2.086, -1.997], [0.837, -0.167, 0.773], [-3.256, 0.505, 0.186], [-1.946, -0.979, -1.606], [-0.175, -0.730, -3.935], [-1.604, 0.730, -3.796], [0.195, 1.267, 0.004], [-1.012, 1.605, 1.938], [-2.672, -1.619, -1.672], [1.270, -1.372, -1.392], [3.371, -1.237, 0.425], [0.611, 0.830, 0.843], [0.767, -1.395, -2.221], [3.855, -1.883, -0.098], [3.673, 2.327, 1.625], [-0.824, 2.683, -1.573], [1.634, 2.833, -1.560], [2.258, 2.156, -1.283], [3.412, -1.446, 1.363], [-0.793, -0.518, 2.509], [-2.992, -0.724, 1.576], [0.013, -1.127, 2.959], [-1.624, -1.156, 1.407]]
}

--- two ---
{
  "formula": "C4H32NO11",
  "method": "ωB97M-V/def2-TZVPD",
  "charge": 1,
  "homo_energy_ev": -11.74,
  "multiplicity": 1,
  "elements": ["H", "H", "H", "O", "H", "H", "O", "H", "C", "H", "H", "H", "H", "C", "H", "H", "H", "H", "C", "O", "O", "H", "H", "H", "H", "H", "H", "H", "H", "O", "N", "H", "H", "H", "O", "H", "O", "H", "H", "O", "O", "H", "H", "O", "O", "C", "H", "H"],
  "xyz": [[-1.239, 1.624, 2.688], [2.805, -0.936, -0.906], [-2.223, 1.664, -2.663], [0.959, -2.221, -0.267], [3.719, -0.833, -2.079], [-0.189, 2.649, -1.712], [2.075, 1.758, -1.432], [-0.763, 2.125, 4.104], [1.552, 0.938, 1.585], [-1.262, 2.772, -0.637], [1.122, -2.819, 0.467], [2.641, 2.551, -1.495], [0.015, -2.264, -0.518], [2.890, 0.232, 1.244], [-2.806, 0.303, -1.031], [2.596, -0.819, 1.119], [3.486, 0.582, 0.413], [-1.383, -2.142, -2.238], [-0.337, -0.622, 1.825], [-2.241, 2.061, 1.392], [2.889, -0.459, -1.741], [0.072, -0.796, 2.811], [-3.748, 1.226, -2.567], [1.526, 1.929, 1.136], [-3.126, 2.407, 1.534], [2.639, 1.108, -0.999], [0.208, -0.863, -3.836], [-0.148, -3.740, 3.047], [-1.289, -3.609, -1.723], [-1.451, -2.704, -1.439], [0.028, 0.310, -0.384], [-1.323, -0.347, -3.491], [0.741, 0.006, -1.061], [-0.148, 1.297, -0.607], [0.568, -3.324, 2.548], [-3.348, -0.850, -0.208], [-0.700, 1.391, 3.475], [1.531, 1.233, 2.625], [1.170, -3.166, 3.287], [-0.532, -0.810, -3.219], [-2.839, 0.921, -2.472], [-2.376, 1.258, 0.833], [-0.826, -0.230, -0.547], [-0.980, 2.206, -1.371], [-2.615, -0.216, -0.191], [0.379, 0.186, 1.051], [3.419, 0.289, 2.203], [-1.140, -1.255, 1.446]]
}

The relative energies come out as one 0.0000; two 0.0153, with values in hartree.

--- one ---
{
  "formula": "C12H17N2O7SW",
  "method": "ωB97M-V/def2-TZVPD",
  "charge": 3,
  "homo_energy_ev": [-20.35, -20.35],
  "multiplicity": 1,
  "elements": ["C", "O", "C", "H", "O", "W", "H", "N", "C", "H", "C", "H", "H", "H", "H", "H", "C", "C", "C", "C", "H", "N", "H", "O", "H", "C", "H", "C", "H", "C", "O", "S", "H", "H", "O", "C", "O", "H", "O", "H"],
  "xyz": [[3.314, 1.290, 1.761], [-1.596, 0.718, -0.696], [5.346, 1.460, 0.510], [6.345, 1.867, 0.389], [-1.967, -1.575, 2.396], [0.460, 0.232, -0.407], [0.014, 2.567, -2.763], [-0.020, 1.115, 1.548], [-1.064, -0.964, 1.957], [4.440, 3.017, 3.425], [4.572, 1.874, 1.603], [-0.814, 0.560, 3.458], [2.249, -0.482, 1.309], [2.789, 1.477, 2.694], [0.688, -0.277, 2.997], [1.460, 2.648, -0.717], [2.793, 0.347, 0.838], [-1.512, -0.476, -1.167], [5.125, 2.844, 2.598], [-0.203, 3.071, -1.825], [-1.361, -2.620, -0.851], [-0.570, -1.181, 0.580], [-2.577, -1.861, 0.263], [-0.517, -0.567, -1.988], [5.337, 3.801, 2.116], [-1.648, -1.737, -0.288], [5.463, 0.330, -1.339], [-0.260, 0.119, 2.631], [-1.248, 3.032, -1.551], [4.871, 0.557, -0.460], [0.544, 2.317, -0.717], [2.711, -0.699, -1.569], [6.067, 2.472, 3.004], [0.691, 1.793, 1.821], [1.806, 0.507, -1.916], [3.631, 0.021, -0.271], [1.607, -1.412, -0.762], [0.188, 4.083, -1.795], [3.365, -1.360, -2.606], [-0.877, 1.658, 1.399]]
}

--- two ---
{
  "formula": "C12H17N2O7SW",
  "method": "ωB97M-V/def2-TZVPD",
  "charge": 3,
  "homo_energy_ev": -19.18,
  "multiplicity": 1,
  "elements": ["H", "N", "O", "H", "N", "C", "C", "C", "C", "H", "C", "O", "H", "C", "C", "H", "H", "C", "H", "H", "O", "O", "H", "H", "H", "H", "C", "H", "C", "O", "H", "H", "W", "C", "S", "O", "C", "H", "O", "H"],
  "xyz": [[-3.790, 0.135, -0.428], [-0.548, 1.057, 2.931], [0.006, 1.776, -1.087], [-0.456, 0.169, 3.429], [-3.513, 0.346, 1.704], [-1.926, 1.642, 3.177], [4.323, 6.179, -3.619], [-3.469, -0.433, 0.446], [1.598, 4.244, -1.883], [0.164, 1.684, 3.313], [3.653, 2.823, -2.050], [-1.698, 1.620, 0.861], [1.214, -2.510, 0.366], [2.287, 3.014, -1.673], [2.274, 5.247, -2.509], [-2.376, 1.222, 4.074], [0.400, -2.581, 1.974], [4.286, 3.857, -2.671], [3.957, 7.159, -3.317], [5.314, 3.742, -2.989], [-1.196, -0.488, -0.632], [-1.343, -0.987, 1.426], [-1.853, 2.724, 3.254], [1.775, 6.188, -2.703], [4.153, 1.880, -1.873], [2.183, -2.507, 1.882], [-1.990, -0.793, 0.344], [0.566, 4.364, -1.581], [-2.676, 1.200, 1.951], [1.270, 1.807, 0.815], [-4.091, -1.323, 0.549], [2.120, -0.377, 1.432], [-0.180, 0.684, 0.708], [1.249, -2.217, 1.411], [1.518, 1.759, -0.976], [2.021, 0.421, -1.048], [3.622, 5.084, -2.915], [4.111, 6.077, -4.693], [1.207, -0.709, 1.470], [5.402, 6.120, -3.499]]
}

The relative energies come out as one 0.0690; two 0.0000, with values in hartree.

--- one ---
{
  "formula": "C5H17N2O",
  "method": "ωB97M-V/def2-TZVPD",
  "charge": 1,
  "homo_energy_ev": -13.84,
  "multiplicity": 1,
  "elements": ["H", "H", "H", "C", "O", "C", "C", "N", "H", "H", "H", "C", "H", "H", "N", "H", "H", "H", "H", "H", "H", "H", "H", "H", "C"],
  "xyz": [[0.085, -2.197, 0.725], [0.516, -2.196, -2.776], [-0.396, 3.720, -1.615], [-0.302, -0.050, 2.682], [-1.954, -2.102, -0.165], [0.597, -2.444, -1.591], [0.639, 4.135, -1.308], [1.122, -1.340, -0.732], [0.537, 5.184, -2.050], [1.794, -1.886, 1.146], [-0.427, -2.705, -1.327], [0.283, 0.015, 1.253], [-0.981, 1.280, 0.278], [1.261, -3.246, -1.371], [-0.644, 0.362, 0.095], [0.599, -0.496, -1.241], [-2.980, -2.032, -0.416], [1.198, 0.675, 1.178], [-1.908, -1.151, -0.167], [-1.371, -0.475, 2.589], [1.378, 3.291, -1.726], [0.236, 4.857, -0.510], [0.229, -0.806, 3.265], [-0.423, 1.002, 3.107], [0.910, -1.395, 0.674]]
}

--- two ---
{
  "formula": "C5H17N2O",
  "method": "ωB97M-V/def2-TZVPD",
  "charge": 1,
  "homo_energy_ev": -13.18,
  "multiplicity": 1,
  "elements": ["C", "H", "H", "C", "H", "H", "H", "H", "C", "H", "H", "N", "H", "N", "H", "C", "H", "H", "H", "H", "H", "O", "H", "H", "C"],
  "xyz": [[1.181, 0.780, 1.494], [2.809, 0.267, -1.851], [1.556, 0.988, 2.491], [-0.098, -1.352, -1.083], [1.532, -2.059, -2.360], [-1.229, 0.857, 2.384], [-1.833, -0.890, 2.240], [-0.261, -2.412, -0.703], [0.242, -0.414, 1.292], [-4.424, 2.265, -1.235], [-1.375, -0.069, -0.218], [1.789, 0.116, -2.024], [1.277, 0.807, -1.348], [-0.317, -0.253, -0.145], [-3.564, 2.402, -0.008], [-0.910, -0.233, 2.356], [2.112, 0.741, 0.928], [-0.465, -0.372, 3.418], [1.521, 0.328, -2.986], [2.043, -1.480, -0.710], [0.754, 1.769, 1.071], [-3.486, 2.156, -0.902], [-0.899, -1.188, -2.002], [0.748, -1.431, 1.479], [1.297, -1.325, -1.578]]
}

--- three ---
{
  "formula": "C5H17N2O",
  "method": "ωB97M-V/def2-TZVPD",
  "charge": 1,
  "homo_energy_ev": -11.86,
  "multiplicity": 1,
  "elements": ["C", "H", "H", "H", "H", "H", "N", "H", "H", "H", "H", "C", "H", "H", "N", "C", "C", "H", "C", "H", "O", "H", "H", "H", "H"],
  "xyz": [[-1.814, -0.543, 1.421], [-1.170, -2.513, 1.180], [-1.289, 3.268, 0.068], [-0.381, -0.226, -0.480], [-0.455, 0.425, 2.769], [0.193, 0.052, -2.705], [1.073, 0.144, -2.774], [-0.773, 1.357, 1.487], [-2.357, -0.131, 0.458], [1.249, 1.047, -2.957], [2.911, -0.199, -1.674], [1.505, -0.651, -0.261], [0.104, -1.848, 1.788], [1.869, -1.592, -2.230], [-1.151, 0.690, 2.124], [0.031, -1.140, -0.143], [1.886, -0.636, -1.798], [2.130, -1.456, 0.077], [-0.698, -1.581, 1.194], [0.103, 3.100, -0.477], [-0.500, 2.672, 0.038], [-0.183, -2.013, -0.842], [-1.872, 1.341, 2.812], [-2.544, -0.697, 2.117], [1.546, 0.171, 0.377]]
}

The relative energies come out as one 0.2987; two 0.0000; three 0.0670, with values in hartree.

--- one ---
{
  "formula": "CH6P2S",
  "method": "ωB97M-V/def2-TZVPD",
  "smiles": "PCSP",
  "homo_energy_ev": -9.17,
  "multiplicity": 1,
  "elements": ["C", "H", "H", "H", "P", "S", "H", "H", "H", "P"],
  "xyz": [[-0.408, 0.221, 0.091], [1.966, 1.075, -0.797], [2.097, 0.881, 0.975], [-1.981, -1.127, -1.081], [2.620, 0.039, -0.039], [0.886, -1.105, 0.056], [-2.184, -1.378, 0.772], [-0.442, 0.872, -0.860], [-0.349, 0.846, 0.905], [-2.205, -0.322, -0.021]]
}

--- two ---
{
  "formula": "CH6P2S",
  "method": "ωB97M-V/def2-TZVPD",
  "homo_energy_ev": -9.03,
  "multiplicity": 1,
  "elements": ["P", "C", "H", "H", "H", "H", "P", "H", "S", "H"],
  "xyz": [[1.319, 0.172, -0.347], [-0.441, -0.328, -0.861], [-0.521, -1.452, -0.853], [-0.736, 0.780, 1.912], [1.340, 1.106, -1.309], [-0.736, 0.106, -1.824], [-1.750, 0.554, 0.123], [2.033, -0.944, -1.080], [-3.500, -0.252, -0.074], [-1.412, 1.800, -0.402]]
}

The relative energies come out as one 0.0000; two 0.0505, with values in hartree.